Molecular formula: C36H33IrN7S4Si
Method: DFT, ωB97M-V/def2-TZVPD

Last column: Mulliken charge in e.
Atoms and positions in Å:
Ir (-0.605944, -0.182348, -0.278094)  1.384
S (4.032134, -3.231164, 1.145625)  -0.057
C (5.468589, -3.832261, 1.841201)  -0.364
C (5.853097, -3.101758, 2.922606)  -0.641
C (4.967834, -2.027805, 3.191708)  -0.488
C (3.922037, -1.966194, 2.312237)  0.314
C (2.846968, -0.974265, 2.260754)  0.613
C (1.802236, -1.120818, 1.328290)  -0.606
N (0.850586, -0.219381, 1.169272)  0.412
C (0.837265, 0.887729, 1.956963)  0.131
C (1.776048, 1.082692, 2.965158)  0.546
C (1.637289, 2.243414, 3.809244)  -1.117
C (0.607123, 3.103097, 3.651376)  -1.208
C (-0.375712, 2.906595, 2.614749)  0.800
C (-1.519496, 3.702454, 2.449475)  -0.969
C (-2.443518, 3.410128, 1.461640)  1.019
C (-2.143942, 2.339887, 0.590773)  -0.599
N (-1.066388, 1.591970, 0.718165)  0.153
C (-0.209520, 1.835932, 1.743503)  -0.833
C (-3.691843, 4.155372, 1.300597)  0.347
C (-4.184809, 5.141886, 2.111590)  -0.457
C (-5.445875, 5.627859, 1.686800)  -0.664
C (-5.890348, 5.000235, 0.563910)  -0.333
S (-4.788921, 3.822054, 0.014138)  -0.087
C (2.801140, 0.132979, 3.091605)  -0.694
H (5.948369, -4.699972, 1.417581)  0.456
H (6.732640, -3.322104, 3.508214)  0.407
H (5.109740, -1.340374, 4.013713)  0.395
H (1.704582, -2.018301, 0.727387)  0.518
H (2.371228, 2.403199, 4.588430)  0.512
H (0.497504, 3.954737, 4.310155)  0.511
H (-1.677691, 4.539066, 3.117760)  0.465
H (-2.794816, 2.109814, -0.242304)  0.134
H (-3.674125, 5.518372, 2.986514)  0.359
H (-5.997786, 6.404495, 2.194036)  0.425
H (-6.809374, 5.171071, 0.026411)  0.449
H (3.559714, 0.279443, 3.850079)  0.467
C (-2.618064, -0.513924, 2.874221)  -1.101
C (-2.511021, -1.623162, 1.871575)  0.488
C (-3.264027, -2.761861, 1.981534)  -0.850
C (-3.103017, -3.808911, 1.054964)  -0.754
C (-2.192489, -3.721567, 0.037329)  -0.935
C (-1.442356, -2.535508, -0.062893)  1.052
N (-1.617936, -1.525364, 0.850533)  0.107
N (-0.565246, -2.115959, -1.007909)  -0.398
Si (-0.314999, -2.979330, -2.544093)  -0.294
C (0.761459, -1.962250, -3.674466)  -0.946
C (0.504752, -4.607173, -2.180828)  -1.024
C (-1.946726, -3.228164, -3.413135)  -0.945
H (-2.573122, -0.925552, 3.881586)  0.466
H (-3.571259, 0.009298, 2.776877)  0.326
H (-1.812751, 0.207248, 2.769368)  0.049
H (-3.967632, -2.852234, 2.796799)  0.546
H (-3.710389, -4.699538, 1.151682)  0.467
H (-2.054716, -4.523198, -0.671553)  0.416
H (1.825754, -2.055439, -3.452042)  0.284
H (0.492260, -0.902780, -3.683142)  0.229
H (0.605197, -2.334106, -4.690106)  0.519
H (1.414489, -4.480746, -1.589303)  0.300
H (0.787649, -5.077786, -3.126351)  0.384
H (-0.140895, -5.309927, -1.652492)  0.361
H (-2.445847, -2.275377, -3.606795)  0.221
H (-2.646437, -3.862345, -2.867243)  0.356
H (-1.767253, -3.702455, -4.381133)  0.437
S (-4.069215, 0.471143, -3.417576)  -0.199
C (-2.896109, 0.231669, -2.366418)  0.485
N (-2.026647, 0.048562, -1.594178)  0.074
N (4.497077, 1.776509, -4.800464)  -0.263
C (3.348287, 2.425628, -4.562907)  0.239
S (2.886793, 3.763300, -5.374716)  -0.335
C (2.483165, 1.835198, -3.469757)  1.473
C (2.875972, 0.777995, -2.659722)  -0.885
C (2.006512, 0.270157, -1.713010)  -1.082
N (0.791036, 0.782175, -1.505161)  0.154
C (0.414662, 1.830780, -2.266112)  -0.565
C (1.216441, 2.366596, -3.243426)  -0.712
H (5.104605, 2.140513, -5.517178)  0.216
H (4.775221, 0.932739, -4.335300)  0.132
H (3.846312, 0.309279, -2.734157)  0.324
H (2.299685, -0.575015, -1.107045)  0.592
H (-0.558516, 2.252313, -2.057618)  0.468
H (0.873330, 3.200800, -3.839525)  0.423

Atomic forces in eV per Å
0.12 -0.08 0.22
0.01 -0.03 -0.03
-0.01 -0.02 -0.01
-0.03 0.04 0.03
0.05 -0.06 0.04
-0.09 0.11 0.01
0.02 -0.09 -0.01
-0.13 -0.18 0.19
0.11 0.10 -0.11
-0.10 0.12 -0.20
0.11 -0.01 0.10
-0.01 0.00 -0.04
0.00 -0.05 -0.02
-0.06 0.11 0.07
0.08 -0.01 0.03
-0.06 0.05 -0.08
0.04 0.18 -0.13
0.35 -0.06 0.29
0.13 -0.22 -0.02
0.11 -0.08 0.03
-0.06 0.10 0.00
0.07 -0.01 0.05
0.00 -0.01 -0.02
-0.04 -0.01 -0.06
-0.04 0.07 0.01
0.00 0.01 0.01
0.00 0.00 0.00
0.00 -0.01 -0.01
0.08 0.08 -0.11
-0.01 0.00 0.00
0.01 0.00 -0.01
-0.01 -0.01 0.00
-0.04 -0.09 0.03
-0.02 -0.01 0.00
0.01 0.00 -0.01
0.01 -0.01 0.00
0.01 0.00 -0.02
-0.05 0.06 -0.10
0.53 0.30 -0.21
0.00 -0.45 -0.11
-0.12 0.10 0.21
0.19 0.03 -0.02
0.03 -0.01 0.03
-0.91 -0.28 -0.43
0.09 -0.02 0.79
0.00 -0.09 -0.47
0.02 0.14 0.10
0.05 -0.05 0.07
-0.11 0.07 0.13
-0.03 -0.01 0.01
0.02 0.00 -0.02
0.01 -0.01 -0.01
-0.01 -0.01 -0.01
0.01 0.01 0.02
0.00 0.00 0.00
-0.01 0.02 0.01
-0.01 -0.03 -0.03
0.04 -0.03 0.02
0.01 0.00 -0.01
-0.01 0.00 0.02
0.01 0.00 0.00
0.01 -0.02 -0.02
0.00 0.01 0.00
0.04 -0.01 0.02
0.16 -0.03 0.14
-0.30 -0.03 -0.28
0.05 0.16 0.20
0.03 0.09 -0.06
-0.08 -0.23 0.25
0.01 0.10 -0.05
0.07 0.13 -0.18
0.04 -0.05 0.10
0.11 0.08 0.06
-0.39 0.21 -0.51
0.03 0.07 0.18
-0.01 -0.01 0.04
0.01 -0.02 0.00
-0.02 -0.02 -0.01
0.00 0.00 0.00
-0.06 -0.04 -0.03
-0.05 -0.08 -0.06
0.01 0.00 0.00

Values from the calculation:
- Orbital gap (alpha / beta): 6.8 / 3.9 eV
- Multiplicity: 2
- Max |F|: 1.047 eV/A
- Charge: +2
- DFT total energy: -3761.17384 Eh